Entry from OMol25: a structure of composition C11H14ClGaN2O6Ti in a non-equilibrium geometry (ωB97M-V/def2-TZVPD).

- LUMO energy (alpha / beta): -2.3196 / -2.3193 eV
- Electronic energy: -114904.440 eV
- Kohn-Sham gap (alpha / beta): 4.52 / 4.52 eV
- F_max: 3.5 eV/Å
- HOMO energy (alpha / beta): -6.841 / -6.842 eV

```
36
C11H14ClGaN2O6Ti, DFT ωB97M-V/def2-TZVPD
Ga -0.780 -0.055 -1.272
Cl 1.288 0.871 -2.484
C -2.196 -1.425 -1.269
H -1.981 -2.242 -0.566
H -2.337 -1.854 -2.273
H -3.113 -0.891 -0.958
Ti 0.718 0.262 -4.586
C -1.092 0.937 -5.214
C 2.124 1.355 -5.572
C 0.710 -1.624 -5.074
H 3.082 1.337 -5.023
H 2.282 0.985 -6.595
H 1.756 2.396 -5.621
H -1.928 0.412 -4.732
H -1.162 2.025 -5.056
H -1.156 0.738 -6.303
H -0.155 -2.250 -5.366
H 1.671 -2.173 -5.195
O -1.175 1.129 0.676
C -0.297 0.360 1.189
O 0.433 -0.382 0.398
C -0.044 0.233 2.674
C 0.833 -0.752 3.165
C 1.044 -0.878 4.568
C 0.360 -0.068 5.479
C -0.544 0.872 4.972
C -0.763 1.019 3.585
N -1.321 1.699 5.866
O -1.246 1.515 7.094
O -2.052 2.567 5.345
N 1.951 -1.850 5.126
O 2.671 -2.542 4.385
O 1.972 -1.943 6.382
H 1.386 -1.391 2.473
H 0.535 -0.165 6.550
H -1.472 1.771 3.232
```